121
Properties=species:S:1:pos:R:3 method="wB97M-V/def2-TZVPD" homo_lumo_gap_ev="2.96 / 2.81" homo_energy_ev="-5.6676 / -5.6676" lumo_energy_ev="-2.71 / -2.86" multiplicity=2
Ti 1.7503 0.0276 0.8670
Br 6.9991 -1.7941 5.5079
C 5.4998 -1.1210 4.5919
C 4.3049 -0.9089 5.2935
C 3.1830 -0.4268 4.6539
C 3.2209 -0.2103 3.2799
O 2.1071 0.1768 2.6395
C 4.4476 -0.3411 2.5789
C 4.6145 0.2773 1.3091
N 3.6307 0.7505 0.6018
C 3.7506 1.9748 -0.1179
C 4.8562 2.4671 -0.7459
C 4.8294 3.7734 -1.2783
C 3.7363 4.5755 -1.1095
C 2.6001 4.0918 -0.4194
C 1.4945 4.8960 -0.0564
C 0.5103 4.3644 0.7203
C 0.5477 2.9942 1.0487
N 1.5254 2.1937 0.6745
C 2.5944 2.7635 0.0228
C 5.5859 -0.8120 3.2632
H 4.2517 -1.1482 6.3464
H 2.2551 -0.2835 5.1883
H 5.6348 0.4986 0.9985
H 5.7503 1.8667 -0.8532
H 5.6984 4.1414 -1.8058
H 3.7313 5.5918 -1.4820
H 1.4636 5.9328 -0.3684
H -0.3280 4.9537 1.0629
H -0.2707 2.5358 1.5853
H 6.5218 -0.9234 2.7311
C -4.9827 0.4698 -3.1743
C -4.3540 0.7718 -1.8206
C -3.0829 -0.0390 -1.6313
N -2.4837 0.2101 -0.3162
C -1.8325 -0.5824 0.5180
S -0.8386 0.1545 1.7367
N -1.9160 -1.9291 0.4991
C -2.8950 -2.8834 0.0541
O -2.4912 -3.9965 -0.1496
C -4.3153 -2.4836 -0.1047
C -5.0341 -3.1380 -1.1068
C -6.3648 -2.8240 -1.3116
C -6.9840 -1.8776 -0.5001
C -6.2796 -1.2535 0.5179
C -4.9376 -1.5510 0.7173
H -5.8511 1.1022 -3.3567
H -5.3115 -0.5686 -3.2219
H -4.2707 0.6410 -3.9863
H -5.0463 0.5403 -1.0125
H -4.1133 1.8365 -1.7497
H -2.3406 0.2472 -2.3779
H -3.2901 -1.0920 -1.7525
H -2.3922 1.1869 -0.0733
H -1.1589 -2.3944 0.9868
H -4.5347 -3.8865 -1.7091
H -6.9260 -3.3236 -2.0909
H -8.0307 -1.6440 -0.6467
H -6.7664 -0.5648 1.1935
H -4.4114 -1.0882 1.5407
C 1.6403 -1.2594 -5.2331
Ge 1.1304 -1.4937 -3.3531
C 2.4364 -2.6299 -2.4492
C -0.6416 -2.2898 -3.3312
Ge 1.2075 0.7869 -2.4267
C -0.2455 1.9715 -2.9965
C -0.5589 1.9670 -4.3583
C -1.5900 2.7542 -4.8539
C -2.3189 3.5690 -3.9980
C -2.0132 3.5915 -2.6452
C -0.9890 2.7918 -2.1523
C 2.8231 1.5173 -3.2669
C 2.8550 2.7619 -3.8942
C 3.9981 3.1976 -4.5555
C 5.1301 2.3971 -4.5888
C 5.1175 1.1545 -3.9630
C 3.9748 0.7236 -3.3084
H 1.8668 -2.2539 -5.6249
H 2.5180 -0.6290 -5.3619
H 0.8158 -0.8498 -5.8174
H 1.9290 -3.4810 -1.9957
H 2.9610 -2.1161 -1.6460
H 3.1661 -2.9941 -3.1736
H -0.6058 -3.1628 -3.9872
H -1.3979 -1.6104 -3.7166
H -0.9119 -2.6328 -2.3365
H 0.0057 1.3484 -5.0480
H -1.8230 2.7326 -5.9110
H -3.1215 4.1828 -4.3856
H -2.5784 4.2244 -1.9716
H -0.7806 2.8070 -1.0902
H 1.9758 3.3970 -3.8829
H 4.0006 4.1614 -5.0493
H 6.0170 2.7324 -5.1113
H 5.9944 0.5200 -4.0000
H 3.9764 -0.2567 -2.8388
F -1.3913 -3.3049 3.1664
C -1.6986 -2.6294 4.2968
C -2.9929 -2.1929 4.4469
F -3.8424 -2.5168 3.4540
C -3.4497 -1.4663 5.5591
C -2.4393 -1.2624 6.5161
C -1.1431 -1.6997 6.3562
F -0.2479 -1.3821 7.3111
C -0.7110 -2.4050 5.2408
C 0.7012 -2.7746 5.0394
C 1.2299 -2.8674 3.8056
N 1.7712 -2.7840 2.7691
C 1.6411 -2.9590 6.0890
N 2.4520 -3.1264 6.8921
F -2.7084 -0.5666 7.6322
C -4.7867 -0.9687 5.7031
C -5.2814 -0.4051 6.9059
N -5.7426 0.0512 7.8618
C -5.6937 -0.9477 4.6233
N -6.4499 -0.8857 3.7441
F 2.8539 -1.7267 0.8804
B 2.4815 -3.1495 1.4990
F 3.6963 -3.7151 1.7188
F 1.6996 -3.7445 0.5657
F 0.8278 -1.1197 -0.1548

---

78
Properties=species:S:1:pos:R:3 method="wB97M-V/def2-TZVPD" total_charge=+2 homo_lumo_gap_ev="7.19 / 7.19" homo_energy_ev="-12.9508 / -12.9516" lumo_energy_ev="-5.76 / -5.76"
Pt 0.9415 0.5311 -0.4479
C -3.2758 2.9565 4.5983
C -2.2581 2.2048 3.7937
C -1.9908 0.8745 3.9798
C -0.9906 0.1906 3.2476
C -0.8478 -1.1869 3.5889
N 0.1859 -1.9753 3.5254
C 1.6006 -1.6385 3.3596
C 2.2335 -2.3224 2.1578
C 3.5950 -1.6849 1.8999
N 4.4791 -2.5722 1.1400
C 4.5611 -2.8789 -0.1327
C 3.9314 -2.4485 -1.3259
C 4.2416 -3.2661 -2.4518
C 3.7783 -3.0257 -3.7158
C 4.1067 -3.9012 -4.8888
C 2.9864 -1.8761 -3.8746
C 2.6405 -1.0387 -2.8332
C 1.8526 0.1370 -3.1691
N 1.2011 0.8989 -2.3672
C 0.3655 1.9636 -2.9549
C 0.5001 3.3638 -2.3213
C 1.2991 3.4923 -1.0304
N 0.7777 2.6134 0.0124
C 0.0079 3.0461 0.9298
C -0.6016 2.2033 1.9655
C -1.5208 2.8387 2.7833
C -0.3017 0.8174 2.1698
O 0.5051 0.0956 1.4550
C 3.1186 -1.2816 -1.4999
O 2.9280 -0.4246 -0.5697
H -3.7573 2.3073 5.3263
H -4.0518 3.3772 3.9587
H -2.8157 3.7822 5.1406
H -2.5391 0.3260 4.7368
H -1.7300 -1.6721 3.9982
H 0.0100 -2.9364 3.7933
H 2.0792 -1.9696 4.2856
H 1.6933 -0.5595 3.3012
H 1.5867 -2.2023 1.2880
H 2.3566 -3.3915 2.3484
H 4.1165 -1.4885 2.8378
H 3.4849 -0.7544 1.3533
H 5.1032 -3.1162 1.7198
H 5.2866 -3.6714 -0.2926
H 4.8850 -4.1234 -2.2888
H 4.7799 -4.7061 -4.6014
H 4.5886 -3.3286 -5.6808
H 3.2073 -4.3525 -5.3076
H 2.6383 -1.6219 -4.8708
H 1.7911 0.3802 -4.2287
H -0.6613 1.6061 -2.8609
H 0.5905 2.0217 -4.0205
H -0.5059 3.7538 -2.1510
H 0.9684 4.0400 -3.0384
H 1.2853 4.5341 -0.7008
H 2.3397 3.2063 -1.1946
H -0.2116 4.1143 0.9939
H -1.6975 3.8950 2.6074
O -1.6028 0.4753 -0.6476
C -2.6125 0.9379 -1.1696
C -3.4041 2.0474 -0.5479
C -4.3563 1.3107 0.4258
C -5.1280 0.1047 -0.1436
C -4.2888 -1.1415 -0.4886
C -3.6056 -1.0972 -1.8652
N -3.2398 0.2933 -2.2063
H -3.9729 2.5982 -1.2998
H -2.7670 2.7386 -0.0018
H -5.0700 2.0377 0.8158
H -3.7564 0.9679 1.2753
H -5.7288 0.4122 -1.0062
H -5.8542 -0.1836 0.6181
H -4.9229 -2.0280 -0.4471
H -3.5279 -1.2714 0.2871
H -4.2717 -1.4443 -2.6539
H -2.7141 -1.7202 -1.8863
H -4.0471 0.8064 -2.5340

---

16
Properties=species:S:1:pos:R:3 method="wB97M-V/def2-TZVPD" homo_lumo_gap_ev=9.65 homo_energy_ev=-8.4575 lumo_energy_ev=1.19
C -0.0725 -2.0192 0.1124
N -0.4522 -0.6797 -0.3100
C -0.4211 0.3275 0.8109
C 1.0742 0.6166 0.5029
C 0.5240 0.3344 -0.9142
C -0.4685 1.4914 -1.0790
C -1.1129 1.4771 0.0873
H -0.8775 -2.3478 0.7820
H -0.0672 -2.6988 -0.7461
H 0.8744 -2.1326 0.6739
H -0.7695 -0.0089 1.7919
H 1.7560 -0.1613 0.8577
H 1.4712 1.6132 0.7269
H 1.1662 0.0741 -1.7600
H -0.6401 2.0934 -1.9615
H -1.9844 2.0208 0.4248

---

20
Properties=species:S:1:pos:R:3 method="wB97M-V/def2-TZVPD" homo_lumo_gap_ev=9.73 smiles=CC1(C)O[Si@]1(C)F.C#[N+][O-] homo_energy_ev=-9.1560 lumo_energy_ev=0.58
C 0.1780 2.3390 2.2117
C 0.0142 0.0986 -0.7755
C 1.4378 -0.3645 -0.6076
C -0.1260 1.4298 -1.4643
C -1.4271 -2.0580 1.3883
N 1.1558 1.7759 2.4489
O 2.1232 1.1232 2.6160
O -0.8363 -0.9590 -1.4396
F -2.8001 0.0955 0.1037
Si -1.4039 -0.7247 0.0716
H -0.6416 2.9795 2.1205
H 1.9495 -0.3593 -1.5692
H 1.4693 -1.3735 -0.2072
H 1.9710 0.2967 0.0709
H -1.1724 1.7176 -1.5383
H 0.4162 2.1922 -0.9087
H 0.2860 1.3701 -2.4715
H -1.6969 -1.6407 2.3518
H -2.1597 -2.8190 1.1374
H -0.4614 -2.5407 1.4856

---

| no. | energy (Ha) |
| --- | --- |
| 1 | -11471.61358 |
| 2 | -1784.88673 |
| 3 | -288.66790 |
| 4 | -791.07917 |